1.
A molecular structure, C6H7LiO6Sr. Source: the OMol25 dataset; level of theory: ωB97M-V/def2-TZVPD.

Summary:
LUMO level (eV): -8.82
Frontier orbital gap (eV): 6.442

ORCA input file:
```
! RIJCOSX wB97M-V def2-TZVPD def2/J DEFGRID3
* xyz 2 1
O -2.271 3.258 -1.974
C -1.755 2.481 -1.150
O -1.772 2.773 0.093
O -1.138 1.387 -1.597
C -0.064 0.932 -0.886
C 1.197 1.401 -1.084
Sr -3.114 5.127 -0.498
H 2.058 1.251 -0.429
H 1.258 2.338 -1.644
Li -0.727 1.875 1.413
C 0.538 -0.644 -0.902
C 0.633 -1.085 0.547
O 0.839 -2.496 0.559
C 0.635 -3.122 1.707
O 0.599 -2.605 2.798
O 0.398 -4.401 1.451
H 1.424 -0.980 -1.457
H -0.274 -1.179 -1.416
H -0.267 -0.837 1.126
H 1.461 -0.580 1.063
H 0.344 -4.893 2.279
*
```

---

2.
A gas-phase ion, C6H10BrN4 (charge +1). Source: the OMol25 dataset; level of theory: ωB97M-V/def2-TZVPD.

Summary:
Structure (SMILES): C=C/C=N/N/C(Br)=N\C=[NH+]\C
LUMO level (eV): -3.78
Frontier orbital gap (eV): 8.825

ORCA input file:
```
! RIJCOSX wB97M-V def2-TZVPD def2/J DEFGRID3
* xyz 1 1
C -1.130 -1.829 0.348
C 0.202 -2.100 0.183
C 3.205 -0.405 0.320
C -2.077 -2.712 -0.094
C 1.589 1.366 0.642
C 0.096 2.857 -0.696
N 2.698 0.725 0.687
N 2.449 -1.434 0.026
N 1.160 -1.263 0.202
N 1.064 1.838 -0.444
Br 5.064 -0.607 0.458
H -1.381 -0.813 0.677
H 0.248 -3.139 -0.122
H -1.886 -3.740 -0.451
H -3.210 -2.489 0.081
H 1.112 1.756 1.579
H 0.592 3.463 -1.523
H -0.840 2.511 -1.173
H -0.265 3.522 0.115
H 2.793 -2.250 -0.461
H 1.496 1.420 -1.276
*
```

---

3.
C15H13N3O2 in the gas phase. Source: the OMol25 dataset; level of theory: ωB97M-V/def2-TZVPD.

Summary:
Structure (SMILES): N/C(=N\OC(=O)/C=C/c1ccccc1)c1cccnc1
LUMO level (eV): -0.19
Frontier orbital gap (eV): 8.654

ORCA input file:
```
! RIJCOSX wB97M-V def2-TZVPD def2/J DEFGRID3
* xyz 0 1
N 2.606 1.700 0.958
C 2.702 0.540 0.266
N 1.773 -0.209 -0.197
O 0.405 0.060 -0.082
C -0.177 1.246 -0.259
O 0.407 2.302 -0.432
C -1.640 1.145 -0.225
C -2.310 -0.009 -0.110
C -3.749 -0.177 -0.075
C -4.269 -1.467 0.066
C -5.633 -1.683 0.108
C -6.508 -0.613 0.009
C -6.009 0.672 -0.132
C -4.646 0.891 -0.173
H -4.274 1.898 -0.285
H -6.688 1.508 -0.209
H -7.574 -0.780 0.042
H -6.016 -2.687 0.217
H -3.590 -2.304 0.142
H -1.735 -0.923 -0.035
H -2.131 2.103 -0.313
C 4.054 -0.028 0.068
C 4.261 -1.407 0.087
C 5.541 -1.896 -0.095
C 6.573 -0.987 -0.288
N 6.386 0.320 -0.329
C 5.162 0.785 -0.162
H 5.070 1.862 -0.240
H 7.596 -1.315 -0.420
H 5.738 -2.956 -0.084
H 3.418 -2.060 0.245
H 3.462 2.186 1.170
H 1.795 2.283 0.769
*
```

---

4.
A molecular structure, ClH14O7. Source: the OMol25 dataset; level of theory: ωB97M-V/def2-TZVPD.

Summary:
LUMO level (eV): 3.44
Frontier orbital gap (eV): 9.116

ORCA input file:
```
! RIJCOSX wB97M-V def2-TZVPD def2/J DEFGRID3
* xyz -1 1
Cl -0.447 -0.140 -0.113
O 1.020 1.833 0.955
H 0.479 1.075 0.732
H 0.752 2.510 0.334
O -0.881 0.727 2.274
H -1.510 0.023 2.431
H -0.546 0.558 1.393
O -1.465 2.208 -0.115
H -1.010 1.376 0.011
H -2.253 2.135 0.423
O 1.325 0.675 -1.788
H 0.556 0.612 -1.222
H 1.061 0.247 -2.602
O 1.730 -1.130 -0.189
H 2.280 -0.352 -0.275
H 0.849 -0.786 -0.043
O -0.835 -2.300 0.462
H -0.757 -1.351 0.557
H -0.710 -2.642 1.348
O 0.098 -1.802 -1.911
H 0.304 -2.473 -1.260
H -0.039 -1.005 -1.399
*
```

---

5.
C4H7NO2 in the gas phase. Source: the OMol25 dataset; level of theory: ωB97M-V/def2-TZVPD.

Summary:
Structure (SMILES): NC1(C(=O)O)CC1
LUMO level (eV): 0.51
Frontier orbital gap (eV): 9.898

ORCA input file:
```
! RIJCOSX wB97M-V def2-TZVPD def2/J DEFGRID3
* xyz 0 1
C -0.561 0.144 -0.107
C -1.382 -0.280 1.019
C -1.265 -1.102 -0.279
C 0.990 0.030 0.169
H -0.418 1.355 -1.670
H -0.674 2.328 -0.383
H -2.119 0.347 1.243
H -1.062 -0.482 1.968
H -2.132 -1.089 -0.947
H -0.774 -2.315 -0.207
H 2.641 -0.642 -0.603
N -0.946 1.301 -0.821
O 1.504 -0.718 -0.824
O 1.554 0.548 1.016
*
```

---

6.
C14H11N3O3S in the gas phase. Source: the OMol25 dataset; level of theory: ωB97M-V/def2-TZVPD.

Summary:
Structure (SMILES): CS(=O)(=O)c1ccccc1-c1nc2ccccn2c1N=O
LUMO level (eV): -1.28
Frontier orbital gap (eV): 8.014

ORCA input file:
```
! RIJCOSX wB97M-V def2-TZVPD def2/J DEFGRID3
* xyz 0 1
O -2.494 1.571 0.877
O 0.153 -3.697 -0.271
O -1.402 -3.409 1.611
N -1.274 1.440 1.164
N 1.183 0.283 -1.252
C 0.414 1.055 -1.979
C 0.565 1.392 -3.408
C -0.333 2.225 -4.025
C -1.508 2.620 -3.216
C 0.680 0.340 0.081
C -1.545 2.462 -1.867
C -0.426 1.155 0.071
C 2.444 -0.325 3.306
C 1.958 -1.578 3.719
C 2.008 0.272 2.090
C 0.976 -2.212 2.879
C 1.103 -0.359 1.333
C 0.612 -1.646 1.630
N -0.656 1.534 -1.298
C -1.578 -1.687 -0.292
S -0.472 -2.730 0.630
H 1.486 1.209 -3.893
H -0.307 2.496 -5.063
H -2.269 3.182 -3.664
H -2.351 2.804 -1.228
H 3.247 0.168 3.851
H 2.244 -2.075 4.637
H 2.354 1.231 1.739
H 0.760 -3.227 3.128
H -2.067 -1.054 0.381
H -1.129 -1.077 -1.086
H -2.374 -2.363 -0.584
*
```

---

7.
A molecular structure, C33H23ClCrIN6OS. Source: the OMol25 dataset; level of theory: ωB97M-V/def2-TZVPD.

Summary:
LUMO level (alpha / beta) (eV): -3.19 / -3.15
Frontier orbital gap (alpha / beta) (eV): 6.737 / 7.139

ORCA input file:
```
! RIJCOSX wB97M-V def2-TZVPD def2/J DEFGRID3
* xyz 1 5
Cr 0.669 -1.265 0.243
Cl 0.450 5.714 1.988
C 0.723 4.000 1.896
C 0.800 3.242 3.074
C 0.967 1.884 3.016
C 1.038 1.197 1.779
O 1.076 -0.096 1.777
C 1.061 1.993 0.599
C 1.353 1.459 -0.696
N 1.452 0.202 -0.981
C 1.831 -0.229 -2.272
C 2.402 0.551 -3.243
C 2.727 0.005 -4.504
C 2.509 -1.313 -4.772
C 1.963 -2.157 -3.776
C 1.760 -3.543 -3.968
C 1.271 -4.302 -2.947
C 0.960 -3.675 -1.728
N 1.106 -2.386 -1.519
C 1.622 -1.614 -2.527
C 0.887 3.392 0.684
H 0.718 3.742 4.031
H 1.007 1.291 3.921
H 1.505 2.196 -1.484
H 2.625 1.591 -3.048
H 3.170 0.645 -5.255
H 2.769 -1.734 -5.735
H 2.008 -3.987 -4.924
H 1.116 -5.366 -3.053
H 0.574 -4.258 -0.902
H 0.889 3.982 -0.225
N -2.568 1.778 -0.308
C -1.951 2.375 -1.432
C -1.839 3.751 -1.559
C -1.205 4.281 -2.675
C -0.657 3.445 -3.637
C -0.739 2.067 -3.490
C -1.407 1.535 -2.395
S -1.583 -0.191 -2.115
N -1.388 -0.236 -0.412
C -1.988 0.673 0.269
C -2.081 0.547 1.752
C -2.338 1.642 2.565
C -2.446 1.442 3.934
C -2.270 0.166 4.435
C -1.992 -0.861 3.540
N -1.910 -0.686 2.230
H -3.059 2.406 0.308
H -2.243 4.405 -0.794
H -1.134 5.355 -2.786
H -0.166 3.866 -4.505
H -0.306 1.401 -4.226
H -2.408 2.647 2.168
H -2.645 2.276 4.593
H -2.342 -0.038 5.494
H -1.834 -1.873 3.901
I -2.262 -3.556 0.086
C -0.846 -3.702 1.610
C -1.055 -4.635 2.615
C -0.122 -4.731 3.633
C 0.981 -3.891 3.621
C 1.107 -2.989 2.585
N 0.216 -2.895 1.582
H -1.930 -5.266 2.591
H -0.259 -5.453 4.428
H 1.729 -3.927 4.399
H 1.933 -2.290 2.547
*
```

---

8.
4 unconnected molecules or ions with the total composition C18H33ClN6. Source: the OMol25 dataset; level of theory: ωB97M-V/def2-TZVPD.

Summary:
LUMO level (eV): -5.27
Frontier orbital gap (eV): 5.301

ORCA input file:
```
! RIJCOSX wB97M-V def2-TZVPD def2/J DEFGRID3
* xyz 2 1
C 2.278 1.293 1.309
C 1.496 2.167 2.351
N 0.126 2.463 1.914
C -0.744 3.273 2.581
C -2.013 3.020 2.100
N -1.941 2.023 1.145
C -0.592 1.733 1.033
C -3.029 1.216 0.663
H 3.142 0.843 1.791
H 2.437 1.794 0.355
H 1.639 0.452 1.028
H 2.011 3.029 2.777
H 1.602 1.544 3.241
H -0.189 3.752 3.384
H -3.015 3.288 2.396
H -0.221 0.999 0.340
H -3.352 1.540 -0.330
H -3.867 1.474 1.308
H -2.771 0.165 0.573
C 2.961 -3.004 0.852
C 2.689 -3.369 2.327
N 2.814 -2.326 3.340
C 3.977 -1.986 4.009
C 3.603 -1.125 4.987
N 2.247 -0.908 4.881
C 1.770 -1.736 3.892
C 1.428 -0.205 5.819
H 2.660 -3.849 0.231
H 4.005 -2.814 0.615
H 2.268 -2.220 0.545
H 3.216 -4.282 2.605
H 1.667 -3.743 2.421
H 4.878 -2.429 3.621
H 4.177 -0.537 5.685
H 0.737 -2.015 3.765
H 0.472 -0.713 5.960
H 0.975 0.599 5.222
H 1.812 0.290 6.704
C -2.919 -0.792 -2.846
C -2.520 0.507 -3.546
N -2.355 0.359 -4.978
C -2.710 1.280 -5.914
C -2.476 0.787 -7.195
N -1.716 -0.331 -6.980
C -1.829 -0.693 -5.692
C -1.013 -1.092 -7.995
H -3.437 -0.710 -1.893
H -2.085 -1.493 -2.790
H -3.637 -1.338 -3.463
H -1.530 0.852 -3.242
H -3.301 1.229 -3.317
H -3.192 2.161 -5.518
H -2.812 1.234 -8.116
H -1.194 -1.393 -5.170
H -1.741 -1.290 -8.780
H -0.384 -1.938 -7.740
H -0.333 -0.330 -8.383
Cl -0.173 3.297 6.117
*
```

---

9.
C4H7NO in the gas phase. Source: the OMol25 dataset; level of theory: ωB97M-V/def2-TZVPD.

Summary:
Structure (SMILES): CO[C@@H](C)C#N
LUMO level (eV): 0.93
Frontier orbital gap (eV): 11.636

ORCA input file:
```
! RIJCOSX wB97M-V def2-TZVPD def2/J DEFGRID3
* xyz 0 1
C 1.920 0.275 0.170
O 0.794 -0.574 0.331
C -0.358 -0.215 -0.391
C -1.590 -0.906 0.192
C -0.625 1.238 -0.261
N -0.862 2.347 -0.037
H 1.634 1.331 0.246
H 2.441 0.122 -0.786
H 2.601 0.041 0.990
H -0.249 -0.478 -1.455
H -1.499 -1.993 0.156
H -1.736 -0.587 1.228
H -2.470 -0.601 -0.384
*
```

---

10.
6 unconnected molecules or ions with the total composition C36H74N5O11P. Source: the OMol25 dataset; level of theory: ωB97M-V/def2-TZVPD.

Summary:
Structure (SMILES): C=CC(=O)OCCCCCCC(=O)O[C@@](O)(CCCCCCCCCC)[PH2]=O.CNC(C)=O.CNC(C)=O.CNC(C)=O.CNC(C)=O.CNC(C)=O
LUMO level (eV): -0.28
Frontier orbital gap (eV): 8.358

ORCA input file:
```
! RIJCOSX wB97M-V def2-TZVPD def2/J DEFGRID3
* xyz 0 1
C -1.613 -1.181 -1.918
C -0.528 -1.776 -1.219
C 0.562 -2.745 -1.833
O 0.780 -3.812 -1.208
O 1.274 -2.549 -3.041
C 1.869 -1.221 -3.106
C 3.255 -1.091 -2.322
C 3.138 -0.605 -0.802
C 2.124 0.603 -0.540
C 2.188 1.802 -1.603
C 0.644 2.223 -1.896
C 0.503 3.375 -2.986
O 1.538 3.769 -3.567
O -0.764 3.919 -3.344
C -1.225 4.927 -2.424
O -2.218 5.722 -3.144
C -2.035 4.302 -1.148
C -1.315 4.548 0.263
C -1.932 3.707 1.488
C -2.125 2.140 1.201
C -3.624 1.598 1.535
C -4.745 2.542 0.837
C -6.028 1.636 0.437
C -6.154 1.646 -1.170
C -6.533 0.165 -1.711
C -5.426 -0.468 -2.689
P 0.120 6.188 -1.897
O 0.759 6.878 -3.115
H -1.447 -0.595 -2.896
H -2.672 -1.246 -1.492
H -0.403 -1.499 -0.110
H 1.104 -0.398 -2.849
H 2.112 -1.051 -4.222
H 3.972 -0.366 -2.853
H 3.735 -2.139 -2.321
H 4.187 -0.415 -0.361
H 2.733 -1.506 -0.199
H 2.416 1.057 0.481
H 1.028 0.284 -0.423
H 2.773 1.584 -2.553
H 2.666 2.734 -1.126
H 0.011 1.319 -2.190
H 0.256 2.616 -0.883
H -2.666 6.329 -2.513
H -3.078 4.790 -1.073
H -2.223 3.208 -1.406
H -1.446 5.657 0.532
H -0.188 4.354 0.266
H -2.866 4.239 1.876
H -1.159 3.785 2.343
H -1.796 1.815 0.146
H -1.435 1.556 1.920
H -3.694 1.608 2.681
H -3.655 0.521 1.136
H -5.009 3.428 1.517
H -4.228 2.993 -0.084
H -6.965 2.005 0.977
H -5.798 0.583 0.831
H -6.939 2.436 -1.439
H -5.189 1.951 -1.705
H -7.566 0.252 -2.188
H -6.620 -0.549 -0.814
H -4.499 0.217 -2.774
H -5.854 -0.574 -3.740
H -5.021 -1.470 -2.302
H 1.078 5.438 -1.105
H -0.510 7.118 -0.992
C -1.365 -5.618 -2.329
C -2.766 -5.910 -1.863
O -3.681 -5.106 -2.004
N -3.000 -7.111 -1.268
C -2.063 -8.183 -1.012
H -1.332 -4.627 -2.780
H -0.677 -5.635 -1.482
H -1.059 -6.350 -3.080
H -3.961 -7.235 -0.982
H -2.423 -9.080 -1.523
H -2.044 -8.368 0.063
H -1.059 -7.946 -1.359
C 6.707 3.872 -2.977
C 5.946 4.144 -1.708
O 6.337 3.748 -0.617
N 4.789 4.854 -1.800
C 4.163 5.405 -2.985
H 7.604 3.298 -2.746
H 6.092 3.289 -3.667
H 7.009 4.812 -3.443
H 4.336 4.996 -0.908
H 4.075 6.485 -2.854
H 3.165 4.973 -3.074
H 4.731 5.195 -3.889
C 2.673 7.974 -1.043
C 2.232 8.632 0.237
O 1.058 8.640 0.592
N 3.180 9.228 1.008
C 4.604 9.324 0.765
H 1.802 7.544 -1.546
H 3.127 8.711 -1.708
H 3.381 7.172 -0.826
H 2.808 9.646 1.849
H 5.127 8.852 1.599
H 4.875 10.381 0.727
H 4.896 8.841 -0.165
C -3.209 -10.082 3.892
C -2.575 -9.145 2.899
O -2.987 -9.039 1.750
N -1.514 -8.402 3.313
C -0.885 -8.384 4.617
H -4.040 -10.603 3.418
H -2.481 -10.824 4.226
H -3.595 -9.519 4.745
H -1.143 -7.798 2.593
H -0.942 -7.367 5.009
H 0.164 -8.661 4.494
H -1.362 -9.069 5.314
C 2.675 -5.437 7.268
C 2.273 -5.957 5.914
O 1.329 -5.488 5.291
N 2.996 -6.982 5.384
C 4.135 -7.666 5.957
H 2.008 -4.625 7.556
H 2.595 -6.231 8.013
H 3.696 -5.051 7.233
H 2.667 -7.276 4.475
H 4.981 -7.555 5.275
H 3.889 -8.726 6.049
H 4.404 -7.271 6.934
*
```

---

11.
A molecular structure, C29H45AsN5O3RbS3. Source: the OMol25 dataset; level of theory: ωB97M-V/def2-TZVPD.

Summary:
LUMO level (eV): 0.25
Frontier orbital gap (eV): 6.653

ORCA input file:
```
! RIJCOSX wB97M-V def2-TZVPD def2/J DEFGRID3
* xyz 0 1
Rb -0.020 0.009 -0.134
C 1.663 -2.337 2.882
C 2.794 -1.641 2.118
N 2.572 -1.590 0.687
C 2.874 -2.755 -0.114
C 1.922 -3.944 0.035
S 0.144 -3.600 -0.160
C -0.512 -3.998 1.490
C -0.714 -2.835 2.471
N 0.361 -1.874 2.453
H 1.841 -2.199 3.959
H 1.716 -3.413 2.716
H 3.745 -2.130 2.387
H 2.854 -0.607 2.468
H 3.027 -0.786 0.278
H 3.888 -3.149 0.080
H 2.856 -2.426 -1.156
H 2.056 -4.445 0.992
H 2.189 -4.673 -0.732
H 0.141 -4.766 1.908
H -1.477 -4.480 1.328
H -0.894 -3.289 3.461
H -1.631 -2.306 2.213
H 0.105 -0.991 2.876
S -0.823 2.633 -1.878
C -0.972 1.425 -3.118
C -1.809 1.653 -4.236
C -1.919 0.705 -5.223
C -1.197 -0.486 -5.115
C -0.403 -0.641 -3.999
N -0.284 0.267 -3.025
H -2.350 2.587 -4.289
H -2.560 0.884 -6.079
H -1.248 -1.258 -5.871
H 0.184 -1.547 -3.867
O -7.058 -4.828 0.892
C -7.152 -3.434 1.158
N -6.368 -3.119 2.304
C -5.097 -2.621 2.332
O -4.589 -2.252 3.374
C -4.362 -2.493 1.038
C -4.331 -3.484 0.065
C -3.519 -3.297 -1.041
C -2.780 -2.127 -1.138
N -2.805 -1.169 -0.212
C -3.583 -1.356 0.847
H -7.721 -5.067 0.235
H -8.190 -3.158 1.358
H -6.789 -2.852 0.308
H -6.777 -3.242 3.217
H -4.922 -4.385 0.179
H -3.445 -4.049 -1.815
H -2.132 -1.951 -1.991
H -3.579 -0.579 1.604
C 5.065 1.344 -1.636
As 3.111 1.140 -1.620
C 2.721 2.229 -3.188
C 2.722 2.427 -0.150
C 3.178 3.832 -0.374
C 4.407 4.283 0.104
C 4.825 5.587 -0.126
C 4.018 6.461 -0.839
C 2.791 6.023 -1.319
C 2.373 4.720 -1.090
H 5.350 2.394 -1.708
H 5.465 0.807 -2.496
H 5.496 0.913 -0.732
H 3.320 3.139 -3.190
H 1.661 2.478 -3.183
H 2.948 1.635 -4.074
H 3.177 1.998 0.747
H 1.641 2.406 -0.024
H 5.038 3.607 0.671
H 5.782 5.920 0.257
H 4.343 7.478 -1.018
H 2.154 6.697 -1.877
H 1.419 4.374 -1.477
C -0.771 2.939 4.114
S 0.350 2.743 2.724
C -0.556 3.768 1.566
O 0.170 1.327 2.266
H -0.780 3.982 4.429
H -0.400 2.313 4.923
H -1.766 2.612 3.813
H -0.562 4.796 1.930
H -1.566 3.377 1.450
H -0.043 3.718 0.606
*
```